Entry 1:
ORCA calculation (ωB97M-V/def2-TZVPD) on a 2-piece molecular cluster, C2H4BrNO4 overall at a distorted geometry.

ORCA input file:
```
! wB97M-V def2-TZVPD RIJCOSX def2/J DEFGRID3
* xyz 0 1
C 1.3121 -0.5397 -1.2808
C -2.0982 1.1707 0.0435
N 1.5695 -0.4959 -0.0058
O 0.4509 -0.8686 0.9895
O 2.6016 -0.1763 0.5979
O -1.1094 1.2572 0.8693
O -2.6801 2.0685 -0.4982
Br -2.7446 -0.9005 -0.0416
H 2.2487 -0.3379 -1.8872
H 0.3969 -0.8200 -1.8048
H -0.6406 0.4311 1.0856
H 0.6931 -0.7885 1.9327
*
```

Properties
HOMO-LUMO gap   10.3 eV
Highest occupied orbital energy   -0.379 hartree
Max |F|   2.78 eV/A

Entry 2:
ORCA calculation (ωB97M-V/def2-TZVPD) on a 6-piece molecular cluster, C15H18F3N3O9 overall at a distorted geometry.

ORCA input file:
```
! wB97M-V def2-TZVPD RIJCOSX def2/J DEFGRID3
* xyz 0 1
C 10.9945 4.6561 10.9350
C 10.8158 5.6553 11.9765
N 10.6945 6.4292 12.8217
H 11.5662 3.8134 11.3514
H 11.5635 5.0797 10.0954
H 10.0217 4.3199 10.6061
C 8.3600 9.6674 11.0924
C 7.0464 9.3596 10.6272
N 5.9667 9.1546 10.2731
H 8.2889 9.8531 12.1585
H 8.7845 10.5064 10.5408
H 9.0584 8.8306 10.9170
C 7.1642 6.7779 12.8969
C 6.4957 7.5837 13.9351
N 5.9471 8.1502 14.7460
H 8.2122 7.0677 12.8331
H 6.6592 6.9250 11.9416
H 7.0899 5.7137 13.1324
C 10.9325 9.5980 13.2954
C 12.0258 9.0169 14.2119
O 11.4778 9.0491 15.5140
C 10.1232 9.2272 15.3916
O 9.2670 9.0969 16.2711
O 9.7726 9.5519 14.1072
F 13.0684 9.9318 14.1460
H 10.9264 9.0111 12.3834
H 11.0859 10.6550 13.0919
H 12.3965 8.0283 13.9591
C 7.3262 7.1363 7.8598
C 5.8740 6.8347 8.3371
O 6.0618 6.0784 9.4983
C 7.3551 5.5814 9.5409
O 7.7692 4.7837 10.3351
O 8.0932 6.1513 8.5541
F 5.2249 6.0562 7.3964
H 7.7745 8.0977 8.0766
H 7.3506 6.9981 6.7805
H 5.2271 7.6512 8.5808
C 7.1129 8.6953 18.1805
C 6.5670 7.2281 18.0204
O 5.4531 7.2121 18.8772
C 5.3567 8.3287 19.6061
O 4.4552 8.4448 20.4444
O 6.3380 9.2024 19.3030
F 7.5226 6.3027 18.4550
H 7.1040 9.3264 17.2866
H 8.1719 8.6329 18.4325
H 6.2476 6.8907 17.0230
*
```

Properties
HOMO-LUMO gap   10.2 eV
Highest occupied orbital energy   -0.383 hartree
Max |F|   4.18 eV/A

Entry 3:
ORCA calculation (ωB97M-V/def2-TZVPD) on one molecule with the formula C5H8N2 at a distorted geometry.

ORCA input file:
```
! wB97M-V def2-TZVPD RIJCOSX def2/J DEFGRID3
* xyz 0 1
C 1.0140 0.6076 -0.8560
C 0.0749 0.2124 0.2794
C 0.5887 0.0661 1.7010
N -1.3020 0.6691 0.2088
C -1.0445 -0.7315 -0.1059
C -1.1648 -1.1974 -1.4643
N -1.4143 -1.6435 -2.4958
H 0.8652 -0.1252 -1.7043
H 2.0650 0.6283 -0.5508
H 0.7778 1.5930 -1.2615
H 0.7228 1.0383 2.1859
H -0.1484 -0.4877 2.2918
H 1.5381 -0.4778 1.7383
H -1.4568 1.2044 -0.6422
H -1.4023 -1.4526 0.6267
*
```

Properties
HOMO-LUMO gap   10.8 eV
Highest occupied orbital energy   -0.365 hartree
Max |F|   1.31 eV/A

Entry 4:
ORCA calculation (ωB97M-V/def2-TZVPD) on a 13-piece molecular cluster, C5H36N2O12 overall at a distorted geometry.

ORCA input file:
```
! wB97M-V def2-TZVPD RIJCOSX def2/J DEFGRID3
* xyz 0 1
C 0.3230 -2.8757 -0.6731
C 0.4733 -1.5128 -0.0221
C 0.0418 -0.2867 -0.9284
C 0.3674 1.0632 -0.2977
C 1.2198 2.1799 1.6843
N 0.6000 1.1246 0.9284
N 1.8755 -1.2963 0.4520
H 0.6995 -2.9364 -1.7401
H -0.6060 -3.3405 -0.6098
H 0.9265 -3.5726 -0.0158
H -0.2668 -1.5294 0.9010
H 0.4558 -0.5126 -1.9275
H -1.0648 -0.1441 -1.1396
H 0.4665 1.8925 -1.0464
H -0.2853 0.8823 -3.4036
H 1.6229 3.0357 1.0942
H 2.0367 1.5044 2.1618
H 2.5577 -1.9494 0.0140
H 2.1383 -0.4019 0.1117
H 3.1654 1.6106 -2.4876
H 1.7972 1.1619 -3.1047
O 2.7236 0.9808 -2.9901
H -2.1065 -1.6999 2.7064
H -2.7697 -2.7599 1.9121
O -2.9129 -1.8614 2.1544
H -3.1833 0.4196 1.5339
H -3.6863 1.6307 2.3345
O -3.2241 1.3724 1.5447
H 1.8265 -0.9973 2.7391
H 1.9849 -0.1122 4.1061
O 1.7171 -0.8911 3.6531
H -0.3441 -0.1650 3.6820
H -1.2787 0.4605 2.5144
O -1.2132 -0.1756 3.2602
H 3.3965 3.3283 -0.5698
H 2.4048 3.6637 -1.6250
O 2.7703 2.8985 -1.1486
H -2.6841 -1.2198 -0.2261
H -3.5273 -0.1084 -0.8152
O -3.1316 -0.9188 -0.9729
H 0.1633 -2.3307 2.4108
H -0.0824 -2.6266 3.8812
O -0.4051 -2.8048 3.0010
H 2.3649 -1.1954 -2.4257
H 3.6090 -1.9779 -2.1909
O 2.6557 -2.0287 -1.9992
H -0.8328 2.3085 -3.1752
H -1.1946 2.9148 -0.3209
O -0.0240 1.8206 -3.4062
H 0.5657 2.4600 2.5154
H -2.3414 3.7967 -0.8486
O -1.6220 3.2249 -1.1247
H -1.8615 -1.0264 -3.7643
H -2.0650 -0.6889 -2.3326
O -1.5564 -0.3936 -3.1270
*
```

Properties
HOMO-LUMO gap   9.0 eV
Highest occupied orbital energy   -0.324 hartree
Max |F|   3.81 eV/A